1.
Below is a 2-piece molecular cluster, C3H5N2O overall, with properties calculated with the ωB97M-V functional and the def2-TZVPD basis.

Summary:
- lowest unoccupied orbital energy (eV) = -5.81
- highest occupied orbital energy (hartree) = -0.596

The geometry in ORCA input format:
```
! RIJCOSX wB97M-V def2-TZVPD def2/J DEFGRID3
* xyz 1 1
C -1.35837 3.30183 -0.24743
C 0.65686 -0.77414 -0.29215
C -0.63377 -0.26905 0.45360
N 0.91600 1.63068 -0.19652
N 0.48319 0.55037 0.11061
O -2.05409 4.19517 -0.23891
H -1.47934 0.28933 0.06156
H 1.33397 -1.42878 0.23912
H 0.76601 -0.74721 -1.36259
H -0.73237 -0.71620 1.39530
H 0.40606 2.53133 0.05810
*
```



2.
Below is an isolated ion of composition C3H5N2O and charge +1, with properties calculated with the ωB97M-V functional and the def2-TZVPD basis.

Summary:
- lowest unoccupied orbital energy (spin up / spin down) (eV) = -8.33 / -8.33
- highest occupied orbital energy (spin up / spin down) (hartree) = -0.571 / -0.571

The geometry in ORCA input format:
```
! RIJCOSX wB97M-V def2-TZVPD def2/J DEFGRID3
* xyz 1 1
C 2.12267 0.50976 1.31321
C 0.77762 0.15696 0.95023
C -0.88505 0.57549 -0.78628
N 2.97768 1.11064 0.69238
N 0.44860 0.62748 -0.27627
O 1.29148 1.12886 -1.02190
H 2.42719 0.29318 2.38996
H 0.13412 -0.43968 1.59272
H -0.92744 1.30055 -1.56028
H -1.26606 -0.38188 -1.38586
H -1.58052 0.78927 -0.04421
*
```



Most favorable first, least favorable last: 1, 2



1.
Below is a 2-piece molecular cluster, C2H3N3O3 overall, with properties calculated with the ωB97M-V functional and the def2-TZVPD basis.

Summary:
- lowest unoccupied orbital energy (eV) = -2.24
- highest occupied orbital energy (hartree) = -0.345

The geometry in ORCA input format:
```
! RIJCOSX wB97M-V def2-TZVPD def2/J DEFGRID3
* xyz 0 1
C -0.41418 -0.04299 1.40490
C 0.33363 -0.21520 -0.58299
H 2.71800 -0.65449 0.27068
H -0.27800 -0.31542 2.51733
H -1.55452 1.41136 -2.26669
N 0.68293 -0.41444 0.62846
N -1.17644 0.74860 0.80126
N -0.84161 0.77293 -0.45471
O 1.48200 -1.50605 0.93003
O -1.86244 0.55900 -1.53006
O 0.91063 -0.34329 -1.71821
*
```



2.
Below is the molecule C2H3N3O3, with properties calculated with the ωB97M-V functional and the def2-TZVPD basis.

Summary:
- lowest unoccupied orbital energy (eV) = 0.75
- highest occupied orbital energy (hartree) = -0.393
- SMILES string = COn1nnoc1=O

The geometry in ORCA input format:
```
! RIJCOSX wB97M-V def2-TZVPD def2/J DEFGRID3
* xyz 0 1
C 1.34615 1.00820 -0.46063
C -0.49868 -1.36660 0.19665
H 1.76792 0.20651 0.15519
H 2.00465 1.23418 -1.32415
H 1.16607 1.88514 0.18044
N -0.67671 -0.09003 -0.20652
N -1.68994 0.51894 0.38131
N -2.26046 -0.27540 1.10782
O 0.13366 0.56401 -1.05661
O -1.63936 -1.48372 1.05008
O 0.34668 -2.20122 -0.02357
*
```



Most favorable first, least favorable last: 2, 1



1.
Below is a 2-piece molecular cluster, C2H3OP overall, with properties calculated with the ωB97M-V functional and the def2-TZVPD basis.

Summary:
- lowest unoccupied orbital energy (spin up / spin down) (eV) = 0.00 / 0.00
- highest occupied orbital energy (spin up / spin down) (hartree) = -0.341 / -0.341

The geometry in ORCA input format:
```
! RIJCOSX wB97M-V def2-TZVPD def2/J DEFGRID3
* xyz 0 1
C -0.95414 0.29186 -0.40948
C -0.62527 0.42130 0.84024
O 1.96187 -0.39289 -0.01005
P 0.43194 1.39562 -0.16702
H -1.26071 -0.35641 -1.23898
H -1.10886 0.14691 1.71138
H 2.92014 -0.06001 -0.01264
*
```



2.
Below is a 2-piece molecular cluster, C2H3OP overall, with properties calculated with the ωB97M-V functional and the def2-TZVPD basis.

Summary:
- lowest unoccupied orbital energy (spin up / spin down) (eV) = -1.62 / -0.83
- highest occupied orbital energy (spin up / spin down) (hartree) = -0.375 / -0.342

The geometry in ORCA input format:
```
! RIJCOSX wB97M-V def2-TZVPD def2/J DEFGRID3
* xyz 0 1
C -0.44426 0.43769 0.79611
C -0.54200 0.86997 -0.47448
O 2.02468 1.93747 0.18157
P 1.15162 0.77438 0.05735
H -1.20640 0.11781 1.66728
H -1.47045 1.15256 -1.18696
H 1.97716 -1.61073 -0.62159
*
```



Most favorable first, least favorable last: 1, 2



1.
Below is the molecule C10H15N3O2, with properties calculated with the ωB97M-V functional and the def2-TZVPD basis.

Summary:
- lowest unoccupied orbital energy (eV) = 0.38
- highest occupied orbital energy (hartree) = -0.348
- SMILES string = Cc1nccnc1[C@](C)(C(=O)O)N(C)C

The geometry in ORCA input format:
```
! RIJCOSX wB97M-V def2-TZVPD def2/J DEFGRID3
* xyz 0 1
C -4.04959 -0.04817 0.06474
C -3.45732 0.67392 1.12130
C -1.94384 -0.09688 -0.98670
C -1.41388 0.51133 0.15641
C 0.19091 2.15871 -0.58218
C -1.24254 -0.72958 -2.17450
C 0.51080 1.41109 1.82609
C 2.46248 0.22330 -0.26264
C 0.95158 -1.42004 0.35951
C 0.20163 0.96401 0.35103
N -3.27166 -0.47618 -0.90963
N -2.18154 0.88532 1.21738
N 1.07397 -0.13575 -0.19906
O 0.53210 1.86818 -1.84206
O 0.04799 3.28936 -0.18006
H -5.07806 -0.31616 0.14443
H -4.01358 0.97783 2.06076
H -0.86883 0.18176 -2.64401
H -0.54338 -1.45287 -1.98896
H -1.91787 -1.13896 -2.84329
H -0.02287 0.72613 2.46145
H 1.62214 1.47015 1.94237
H 0.13609 2.47650 1.85523
H 3.15539 0.16958 0.63762
H 2.94619 -0.20882 -1.14708
H 2.61794 1.21896 -0.57698
H 0.09146 -2.07465 0.08524
H 1.77334 -2.16924 -0.15767
H 1.27664 -1.45703 1.43807
H 1.00015 0.96428 -1.80997
*
```



2.
Below is the molecule C10H15N3O2, with properties calculated with the ωB97M-V functional and the def2-TZVPD basis.

Summary:
- lowest unoccupied orbital energy (eV) = -0.29
- highest occupied orbital energy (hartree) = -0.297
- SMILES string = CC(/C=C\N1CCCC1)=C/C=N/[N+](=O)[O-]

The geometry in ORCA input format:
```
! RIJCOSX wB97M-V def2-TZVPD def2/J DEFGRID3
* xyz 0 1
C -0.40289 1.02303 1.95140
C 1.64123 0.83800 0.58715
C -0.67364 -0.32786 2.28158
C 0.73256 1.53116 1.33712
C -1.11779 -2.17825 -2.04066
C -1.34841 -0.55705 -2.26256
C 0.30099 -2.17389 -1.26160
C -0.67049 0.09132 -0.94828
C 1.56395 -0.41147 -0.11210
C 1.02732 2.95475 1.66008
N -0.02891 -1.30077 1.61274
N 0.46947 -0.77326 -0.78374
N -0.05045 -2.50680 2.25185
O -0.67578 -2.78431 3.19815
O 0.61594 -3.32485 1.63506
H -1.01608 1.75675 2.41054
H 2.69140 1.28784 0.71478
H -1.50048 -0.49311 2.96918
H -1.80840 -2.66239 -1.37670
H -1.06147 -2.52732 -3.08794
H -0.79732 -0.33254 -3.13036
H -2.42901 -0.23963 -2.37789
H 0.52961 -2.97647 -0.52642
H 1.14484 -2.33985 -2.07022
H -0.43868 1.09589 -1.14896
H -1.32944 0.23667 -0.10455
H 2.43065 -1.10789 -0.12763
H 2.20561 3.19363 1.61222
H 0.55347 3.34681 2.68520
H 0.66756 3.41706 0.76033
*
```



Most favorable first, least favorable last: 1, 2